Density functional theory data (ωB97M-V/def2-TZVPD) for an isolated ion of composition C4H9O2 and charge -1 at a distorted geometry.

Last column: Mulliken charge in e.
Atoms and positions in Å:
1 C -1.157 0.925 -1.246  -1.41
2 C -0.053 0.065 -0.681  0.56
3 O 1.026 0.965 -0.919  -0.93
4 C -0.350 -0.639 0.668  -0.96
5 C 1.026 -0.902 1.389  -0.33
6 O 1.694 0.301 1.379  -0.58
7 H -1.618 1.726 -0.620  0.31
8 H -0.766 1.402 -2.182  0.27
9 H -1.921 0.197 -1.571  0.32
10 H 0.005 -0.799 -1.474  0.07
11 H -0.798 0.275 1.112  0.40
12 H -0.872 -1.600 0.479  0.35
13 H 1.711 -1.605 0.709  0.25
14 H 0.697 -1.060 2.393  0.31
15 H 1.374 0.752 0.564  0.37

As for the total charge: -1. The value obtained for the HOMO energy is -2.713 eV. The calculation puts the maximum force at 4.251 eV Å⁻¹. The value obtained for the orbital gap is 7.17 eV. As for the structure (SMILES): C[C@@H]([O-])CCO. Its multiplicity is 1. Its total energy is -8387.1583 eV.